# 1
ORCA calculation (ωB97M-V with the def2-TZVPD basis set) on C4H8N2O in the gas phase in a non-equilibrium geometry.

Each line ends with the Mulliken charge.
Geometry (Å):
N: -0.004 0.733 -1.831  -0.507
C: -0.356 1.180 -0.485  0.513
O: -0.077 2.287 -0.095  -0.538
C: -1.131 0.144 0.345  -0.715
N: -0.401 -1.100 0.627  -0.357
C: 0.624 -0.858 1.624  -0.180
C: 1.021 -0.882 0.161  -0.437
H: 0.510 1.397 -2.404  0.228
H: -0.699 0.236 -2.383  0.231
H: -1.494 0.668 1.242  0.349
H: -2.002 -0.119 -0.257  0.374
H: 0.570 0.060 2.208  0.234
H: 0.835 -1.765 2.209  0.231
H: 1.037 -0.194 -0.874  0.345
H: 1.567 -1.785 -0.088  0.228

Calculated values
2S+1	1
HOMO level	-0.329	Eh
SMILES	NC(=O)CN1CC1
relative energy (zero: lowest compared OMol25 entry of this formula, charge and spin)	350.1	kJ/mol
F_max	4.125	eV/Å
molecular weight	100.121	g/mol
energy	-9302.7646	eV
frontier orbital gap	9.8	eV

***

# 2
ORCA calculation (ωB97M-V with the def2-TZVPD basis set) on 2 unconnected molecules or ions with the total composition C4H8N2O.

Each line ends with the Mulliken charge.
Geometry (Å):
N: -1.137 -0.708 0.697  -0.384
C: 0.086 -0.710 1.330  0.559
O: 0.473 -1.668 1.972  -0.609
C: 0.919 0.549 1.147  -0.546
N: 1.512 0.753 -0.202  -0.362
C: 0.599 0.504 -1.347  -0.162
C: 0.745 1.732 -1.037  -0.304
H: -1.765 -1.450 0.973  0.238
H: -1.558 0.159 0.402  0.243
H: 0.313 1.421 1.436  0.306
H: 1.755 0.470 1.842  0.293
H: 0.256 -0.332 -1.928  0.335
H: 0.667 2.800 -1.141  0.379
H: -1.436 -1.881 -2.424  0.246
H: -1.429 -1.640 -1.719  -0.232

Calculated values
2S+1	1
HOMO level	-0.314	Eh
SMILES	NC(=O)CN1C=C1.[H][H]
relative energy (zero: lowest compared OMol25 entry of this formula, charge and spin)	506.2	kJ/mol
F_max	0.434	eV/Å
molecular weight	100.121	g/mol
energy	-9301.1471	eV
frontier orbital gap	9.4	eV

***

# 3
ORCA calculation (ωB97M-V with the def2-TZVPD basis set) on 2 unconnected molecules or ions with the total composition C4H8N2O in a non-equilibrium geometry.

Each line ends with the Mulliken charge.
Geometry (Å):
C: -0.648 -1.072 -1.651  -1.056
C: -0.507 0.433 -1.502  0.509
C: -1.337 1.395 -2.055  -0.426
N: -1.136 2.601 -1.404  -0.531
C: -0.133 2.420 -0.594  -0.184
N: 0.348 1.131 -0.721  -0.125
H: -0.546 -1.405 -2.682  0.307
H: 0.187 -1.546 -1.126  0.310
H: -1.580 -1.308 -1.152  0.275
H: -2.216 1.216 -2.654  0.360
H: 0.523 3.182 -0.202  0.325
H: 0.931 0.756 0.008  0.235
O: 2.261 -2.724 5.526  -0.642
H: 1.793 -1.881 5.506  0.321
H: 2.061 -3.199 4.702  0.322

Calculated values
2S+1	1
HOMO level	-0.314	Eh
SMILES	Cc1cnc[nH]1.O
relative energy (zero: lowest compared OMol25 entry of this formula, charge and spin)	142.1	kJ/mol
F_max	2.190	eV/Å
molecular weight	100.121	g/mol
energy	-9304.9205	eV
frontier orbital gap	9.0	eV

***

# 4
ORCA calculation (ωB97M-V with the def2-TZVPD basis set) on C4H8N2O in the gas phase in a non-equilibrium geometry.

Each line ends with the Mulliken charge.
Geometry (Å):
C: 2.311 -0.221 -0.154  -0.775
N: 0.913 -0.140 -0.476  -0.507
C: 0.106 -1.068 -0.009  -0.039
C: -1.220 -0.646 0.118  -0.031
O: -2.258 -1.565 0.071  -0.513
C: -1.387 0.692 -0.284  -0.111
N: -0.846 1.747 0.389  -0.387
H: 2.534 0.467 0.675  0.233
H: 2.902 0.106 -1.013  0.254
H: 2.632 -1.230 0.142  0.302
H: 0.420 -2.088 0.227  0.394
H: -3.050 -1.167 0.446  0.337
H: -2.244 0.962 -0.900  0.384
H: 0.031 1.508 0.843  0.240
H: -0.845 2.643 -0.075  0.218

Calculated values
2S+1	1
HOMO level	-0.258	Eh
SMILES	C/N=C/C(O)=C\N
relative energy (zero: lowest compared OMol25 entry of this formula, charge and spin)	359.6	kJ/mol
F_max	2.550	eV/Å
molecular weight	100.121	g/mol
energy	-9302.6664	eV
frontier orbital gap	7.6	eV

***

# 5
ORCA calculation (ωB97M-V with the def2-TZVPD basis set) on 2 unconnected molecules or ions with the total composition C4H8N2O in a non-equilibrium geometry.

Each line ends with the Mulliken charge.
Geometry (Å):
C: 1.687 0.694 -0.397  -1.013
C: 0.223 0.470 -0.304  0.602
C: -0.726 0.333 -1.294  -0.546
N: -1.935 0.513 -0.670  -0.089
C: -1.707 0.848 0.631  -0.205
N: -0.420 0.711 0.885  -0.594
H: 2.086 0.234 -1.301  0.316
H: 2.222 0.230 0.435  0.294
H: 1.824 1.773 -0.309  0.237
H: -0.639 0.232 -2.362  0.411
H: -2.744 0.704 -1.249  0.247
H: -2.463 1.410 1.151  0.355
O: 1.239 -2.795 1.536  -0.642
H: 0.521 -3.016 0.958  0.305
H: 0.832 -2.341 2.289  0.322

Calculated values
2S+1	1
HOMO level	-0.315	Eh
SMILES	Cc1c[nH]cn1.O
relative energy (zero: lowest compared OMol25 entry of this formula, charge and spin)	128.4	kJ/mol
F_max	1.468	eV/Å
molecular weight	100.121	g/mol
energy	-9305.0619	eV
frontier orbital gap	9.4	eV

***

# 6
ORCA calculation (ωB97M-V with the def2-TZVPD basis set) on 2 unconnected molecules or ions with the total composition C4H8N2O.

Each line ends with the Mulliken charge.
Geometry (Å):
C: -1.577 0.671 -0.423  -1.040
N: -0.783 0.349 0.733  -0.096
C: -0.009 -2.140 0.887  -0.160
C: 1.333 0.718 -0.408  0.041
C: 0.600 0.521 0.684  -0.432
O: 2.706 0.753 -0.419  -0.499
N: -0.274 -2.603 -0.144  -0.138
H: 3.028 0.582 0.474  0.282
H: -1.185 0.661 1.604  0.224
H: -0.486 -2.981 -1.041  0.307
H: 0.936 0.861 -1.399  0.317
H: 1.084 0.393 1.644  0.225
H: -1.503 1.724 -0.726  0.353
H: -2.618 0.439 -0.208  0.327
H: -1.251 0.053 -1.258  0.288

Calculated values
2S+1	1
HOMO level	-0.273	Eh
relative energy (zero: lowest compared OMol25 entry of this formula, charge and spin)	354.7	kJ/mol
F_max	0.831	eV/Å
molecular weight	100.121	g/mol
energy	-9302.7171	eV
frontier orbital gap	8.4	eV

***

What are the LUMO values for these records? In order: 0.82; 0.87; 0.49; 0.53; 0.80; 1.01 eV.